Record 1
C10H12AsBrIrN2O2S2Se as an isolated structure, computed with ωB97M-V/def2-TZVPD.

Each line ends with the natural charge from an NBO analysis.
CARTESIAN COORDINATES (ANGSTROEM)
Ir 0.439 -1.398 -0.112  0.76
C -2.172 -2.300 -3.247  -0.96
As -2.699 -1.085 -1.831  1.46
C -3.493 -2.120 -0.406  -0.97
C -4.108 0.033 -2.554  -0.96
S -1.124 0.189 -1.184  -0.59
H -3.039 -2.874 -3.572  0.24
H -1.401 -2.963 -2.870  0.27
H -1.782 -1.714 -4.074  0.25
H -4.454 -2.510 -0.743  0.24
H -3.630 -1.471 0.450  0.28
H -2.821 -2.934 -0.146  0.26
H -4.947 -0.583 -2.869  0.24
H -3.719 0.589 -3.402  0.25
H -4.428 0.730 -1.784  0.26
Br 6.754 2.688 0.153  0.07
C 5.176 2.581 1.193  -0.14
C 5.011 3.429 2.282  0.03
N 3.927 3.409 3.043  -0.40
C 2.963 2.545 2.748  0.07
C 3.047 1.654 1.682  -0.20
C 4.183 1.668 0.882  -0.15
C 1.920 0.693 1.417  0.78
O 0.852 0.828 2.058  -0.65
O 2.167 -0.210 0.534  -0.77
H 5.785 4.146 2.540  0.21
H 2.080 2.546 3.377  0.22
H 4.275 0.982 0.050  0.25
Se -0.163 -1.541 2.469  0.42
C -1.864 -0.925 2.310  -0.01
N -2.968 -0.591 2.223  -0.34
S 0.230 -3.489 -0.616  -0.40

<S²>: 8.777
Highest occupied orbital energy (spin up / spin down): -7.61 / -9.00 eV
Multiplicity: 6
HOMO-LUMO gap (spin up / spin down): 7.82 / 6.32 eV

Record 2
C23H21N5NiO2 as an isolated structure in a non-equilibrium geometry, computed with ωB97M-V/def2-TZVPD.

Each line ends with the natural charge from an NBO analysis.
CARTESIAN COORDINATES (ANGSTROEM)
Ni -0.016 -0.881 -0.093  1.38
C -0.830 -4.846 1.332  -0.67
C -0.542 -3.355 1.339  0.49
O -0.345 -2.765 0.228  -0.78
C -0.605 -2.746 2.603  -0.48
C -0.376 -1.369 2.780  0.28
C -0.562 -0.745 4.126  -0.66
N -0.164 -0.512 1.735  -0.47
N -0.022 0.751 2.063  -0.46
C -0.324 1.560 1.061  0.55
O -0.530 1.216 -0.145  -0.81
C -0.285 2.992 1.439  -0.10
C -0.529 3.936 0.430  -0.20
C -0.515 5.262 0.793  -0.21
C -0.243 5.706 2.108  -0.22
C 0.009 4.717 3.106  -0.22
C 0.001 3.374 2.748  -0.18
H 0.018 -5.411 0.948  0.22
H -1.766 -5.057 0.854  0.22
H -0.946 -5.120 2.369  0.21
H -0.939 -3.368 3.482  0.21
H 0.245 -0.046 4.374  0.24
H -0.575 -1.574 4.881  0.20
H -1.509 -0.233 4.158  0.24
H -0.764 3.599 -0.594  0.24
H -0.594 5.994 0.016  0.20
H -0.222 6.773 2.296  0.21
H 0.102 4.932 4.172  0.21
H 0.261 2.575 3.457  0.24
C -3.181 -0.215 -4.806  -0.17
C -3.463 -0.562 -3.472  -0.22
C -2.403 -0.769 -2.565  -0.18
C -1.069 -0.689 -3.034  0.16
C -0.807 -0.406 -4.387  -0.22
C -1.837 -0.225 -5.286  -0.21
N 0.000 -0.893 -2.094  -0.21
N 1.160 -0.754 -2.652  -0.17
C 2.187 -0.731 -1.758  0.29
C 3.495 -0.644 -2.308  -0.20
C 4.560 -0.810 -1.445  -0.16
C 4.306 -1.057 -0.068  -0.23
C 3.005 -1.145 0.402  0.06
N 1.952 -0.959 -0.456  -0.49
H -3.973 0.004 -5.485  0.22
H -4.467 -0.550 -3.057  0.23
H -2.576 -0.942 -1.476  0.24
H 0.250 -0.372 -4.654  0.24
H -1.625 -0.114 -6.375  0.23
H 3.584 -0.491 -3.374  0.24
H 5.574 -0.633 -1.763  0.23
H 5.175 -1.208 0.583  0.23
H 2.720 -1.197 1.464  0.24

<S²>: 2.011
Highest occupied orbital energy (spin up / spin down): -6.36 / -6.45 eV
Multiplicity: 3
HOMO-LUMO gap (spin up / spin down): 4.39 / 4.52 eV

Record 3
An isolated ion of composition C9H13N2O2 and charge +1, computed with ωB97M-V/def2-TZVPD.

Each line ends with the natural charge from an NBO analysis.
CARTESIAN COORDINATES (ANGSTROEM)
N -2.179 2.234 0.180  -0.81
C -2.257 1.029 -0.671  -0.22
C -3.035 -0.075 0.042  -0.45
C -2.224 -1.227 0.656  -0.08
O -0.908 -1.353 0.049  -0.49
C 0.139 -1.369 0.854  0.76
O 0.224 -1.855 1.947  -0.51
C 1.362 -0.732 0.255  0.03
C 1.653 0.609 0.480  -0.22
C 2.808 1.136 -0.028  0.10
N 3.640 0.357 -0.738  -0.42
C 3.386 -0.937 -0.985  0.09
C 2.245 -1.507 -0.493  -0.20
H -1.659 2.009 1.024  0.33
H -1.609 2.929 -0.290  0.35
H -1.274 0.691 -1.005  0.16
H -2.802 1.305 -1.570  0.21
H -3.554 0.409 0.868  0.24
H -3.817 -0.479 -0.592  0.23
H -2.738 -2.167 0.479  0.21
H -2.137 -1.133 1.734  0.21
H 1.005 1.246 1.060  0.26
H 3.092 2.167 0.103  0.25
H 4.497 0.752 -1.104  0.45
H 4.100 -1.491 -1.572  0.25
H 2.042 -2.549 -0.683  0.27

Highest occupied orbital energy: -12.30 eV
Total charge: +1
SMILES string: NCCCOC(=O)c1cc[nH+]cc1
HOMO-LUMO gap: 7.45 eV

Record 4
A 2-piece molecular cluster, C5H14N2O overall in a non-equilibrium geometry, computed with ωB97M-V/def2-TZVPD.

Each line ends with the natural charge from an NBO analysis.
CARTESIAN COORDINATES (ANGSTROEM)
C -1.632 3.083 1.374  -0.41
N -1.362 1.652 1.174  -0.61
C -0.682 1.341 -0.019  0.00
C 0.293 0.443 -0.143  -0.30
C 0.863 0.140 -1.506  -0.43
C 0.547 -1.328 -1.897  -0.21
N -0.833 -1.769 -1.722  -0.83
H -0.750 3.624 1.722  0.17
H -2.123 3.476 0.492  0.20
H -2.222 3.159 2.258  0.20
H -0.886 1.264 1.977  0.36
H -1.044 1.925 -0.859  0.18
H 0.630 -0.184 0.675  0.20
H 1.930 0.325 -1.592  0.21
H 0.415 0.768 -2.277  0.19
H 0.851 -1.499 -2.926  0.19
H 1.153 -1.974 -1.259  0.18
H -1.436 -1.369 -2.431  0.35
H -1.162 -1.443 -0.821  0.36
O 2.458 -2.903 2.194  -0.94
H 2.236 -2.773 3.117  0.47
H 1.811 -3.542 1.870  0.47

Highest occupied orbital energy: -8.02 eV
SMILES string: CN/C=C/CCN.O
HOMO-LUMO gap: 8.84 eV

Record 5
A 10-piece molecular cluster, C19H60N12O10 overall in a non-equilibrium geometry, computed with ωB97M-V/def2-TZVPD.

Each line ends with the Mulliken charge.
CARTESIAN COORDINATES (ANGSTROEM)
C -0.875 0.212 4.702  -0.61
O -1.450 1.471 4.425  -0.52
C -1.832 1.587 3.077  0.71
C -2.219 3.038 2.760  0.74
C -3.633 3.348 3.209  -1.58
N -2.226 3.289 1.322  -0.38
H 0.164 0.148 4.372  0.15
H -1.517 -0.622 4.403  0.17
H -0.902 0.055 5.783  0.39
H -1.018 1.431 2.360  -0.90
H -2.692 0.984 2.767  0.42
H -1.398 3.557 3.272  -0.01
H -3.854 2.991 4.217  0.35
H -4.350 2.860 2.552  0.37
H -3.753 4.433 3.220  0.43
H -1.282 3.350 0.924  -0.06
H -2.512 4.231 1.073  0.35
C 4.893 0.197 -3.907  -0.71
O 5.053 -0.880 -3.021  -0.42
C 4.052 -0.836 -1.995  -0.18
C 3.830 -2.181 -1.279  0.33
C 3.460 -3.369 -2.172  -1.58
N 2.853 -2.226 -0.169  -0.77
H 4.913 1.174 -3.412  0.27
H 3.947 0.069 -4.443  0.31
H 5.755 0.097 -4.568  0.32
H 4.252 -0.007 -1.309  0.37
H 3.138 -0.521 -2.516  0.01
H 4.803 -2.401 -0.830  0.41
H 3.506 -4.270 -1.568  0.36
H 4.273 -3.381 -2.909  0.39
H 2.604 -3.275 -2.841  0.34
H 3.004 -1.397 0.415  0.56
H 1.986 -1.928 -0.614  0.19
N -0.995 -0.656 0.701  0.49
C -0.481 -0.245 -0.496  0.22
N -0.395 1.105 -0.695  0.26
O 0.076 -0.988 -1.298  -0.71
H -1.357 -0.015 1.383  -0.03
H -1.015 -1.654 0.810  0.04
H 0.230 1.346 -1.445  -0.13
H -0.974 1.662 -0.086  -0.07
N -2.763 1.223 -2.445  -0.26
C -2.347 0.916 -3.666  0.64
N -3.234 0.141 -4.369  -0.38
O -1.230 1.220 -4.099  -0.78
H -3.681 1.067 -2.077  0.20
H -2.046 1.738 -1.952  0.06
H -4.104 -0.049 -3.906  0.15
H -3.160 0.052 -5.366  0.26
N 1.935 5.360 0.169  -0.42
C 0.972 4.790 0.928  0.55
N 0.810 5.300 2.182  -0.40
O 0.472 3.738 0.533  -0.60
H 2.450 6.181 0.435  0.15
H 2.157 4.923 -0.709  0.18
H 1.468 6.024 2.427  0.22
H 0.640 4.708 2.977  0.20
N -3.181 -3.126 0.846  -0.31
C -3.620 -2.775 2.086  0.59
N -4.246 -3.795 2.720  -0.42
O -3.490 -1.682 2.629  -0.60
H -2.810 -2.373 0.292  0.16
H -3.062 -4.087 0.582  0.18
H -4.612 -4.578 2.208  0.18
H -4.687 -3.513 3.579  0.27
N 1.610 1.676 2.144  0.14
C 2.686 0.869 2.249  0.55
N 3.263 1.029 3.499  -0.43
O 3.144 0.093 1.426  -0.76
H 1.459 2.229 2.960  0.08
H 1.155 1.784 1.249  -0.12
H 4.079 0.469 3.676  0.23
H 2.921 1.682 4.173  0.12
C -1.847 -2.764 -3.625  -0.27
C -1.496 -4.004 -4.398  -0.56
O -1.914 -5.217 -3.772  -0.55
H -2.904 -2.771 -3.348  0.29
H -1.701 -1.898 -4.270  0.12
H -1.255 -2.537 -2.736  0.04
H -0.427 -4.246 -4.446  0.27
H -1.839 -3.904 -5.428  0.34
H -1.516 -5.187 -2.898  0.30
C 2.621 4.087 -4.264  -1.21
C 1.604 2.929 -4.146  0.35
O 0.331 3.367 -3.729  -0.57
H 2.960 4.364 -3.265  0.20
H 2.269 4.918 -4.869  0.34
H 3.498 3.670 -4.765  0.35
H 1.956 2.105 -3.517  -0.15
H 1.462 2.486 -5.138  0.33
H -0.313 2.642 -3.850  0.48
C -0.548 -3.616 4.237  -0.63
C -0.412 -5.139 4.408  -0.53
O -1.529 -5.712 3.787  -0.52
H -0.886 -3.328 3.245  0.08
H 0.378 -3.182 4.624  0.39
H -1.302 -3.214 4.920  0.32
H -0.332 -5.532 5.427  0.30
H 0.410 -5.621 3.873  0.27
H -2.276 -5.714 4.390  0.29

Highest occupied orbital energy: -8.26 eV
SMILES string: COC[C@H](C)N.COC[C@H](C)N.NC(N)=O.NC(N)=O.NC(N)=O.NC(N)=O.NC(N)=O.CCO.CCO.CCO
HOMO-LUMO gap: 8.28 eV

| no. | DFT total energy (eV) |
| --- | --- |
| 1 | -238374.272 |
| 2 | -76779.055 |
| 3 | -16612.084 |
| 4 | -10438.760 |
| 5 | -59034.331 |